Density functional theory data (ωB97M-V with the def2-TZVPD basis set) for a gas-phase ion, C5H6N (charge +1) in a non-equilibrium geometry.

XYZ file:
```
12
C5H6N ωB97M-V with the def2-TZVPD basis set
C 0.0021 0.0408 0.7538
H 1.5766 0.6661 1.8143
N -0.6131 -0.3247 -0.4879
C 1.2349 0.8674 0.9038
H -0.7295 -2.3304 -0.3149
C -0.7651 0.9568 -0.6165
H 0.3202 -1.7292 -1.8083
H 1.9858 1.2058 0.1274
C -0.5804 -1.5422 -1.1692
C -0.1957 1.3836 0.9733
H -0.7417 2.1730 1.5351
H -1.4940 -1.3668 -1.7110
```

Values from the calculation:
Total charge: +1
SMILES string: C[N+]1=C2[C@@H]3C[C@]231



Density functional theory data (ωB97M-V with the def2-TZVPD basis set) for C18H15BrN2O2 in the gas phase.

XYZ file:
```
38
C18H15BrN2O2 ωB97M-V with the def2-TZVPD basis set
H 3.1044 2.1674 -3.1323
C -1.0858 -1.6427 1.8969
O 1.0945 3.1893 -1.4821
H 1.1964 2.3635 0.8044
C 1.6761 3.7312 -2.6618
C 3.0935 3.2304 -2.9038
Br 0.5495 1.0002 -4.0242
C -2.8861 -0.0350 1.8286
C -1.1714 -1.6751 3.3151
H -1.8931 -0.8368 0.1013
C 0.6712 -0.7824 -0.3078
H 0.4543 -3.0550 3.7017
C 0.7597 0.8052 -2.1288
C 0.9778 1.8638 -1.2423
C -2.1500 -0.8667 3.9616
H 0.4902 -1.3022 -2.3646
H -3.7214 0.5616 3.7097
N -2.2934 -0.8524 5.3012
H 3.5252 3.7664 -3.7439
H -1.6656 -1.5435 7.0975
C 0.6352 -0.4944 -1.6626
H -3.5374 0.5856 1.2322
H 3.7063 3.4009 -2.0213
H 0.9341 0.0686 1.6527
C 0.8731 0.2614 0.5928
H 1.0445 3.5626 -3.5380
H 1.6893 4.8048 -2.4545
H -0.0570 -3.4073 1.5943
C -0.3260 -2.4478 4.1390
N -0.1437 -2.4568 1.2551
C -1.9428 -0.8404 1.1793
C -1.5053 -1.5909 6.0278
O 1.1531 -3.1017 -0.4558
C -0.4905 -2.4069 5.4973
C 1.0293 1.5431 0.1241
H 0.1414 -2.9825 6.1555
C -2.9965 -0.0442 3.1909
C 0.5768 -2.2040 0.1228
```

Values from the calculation:
SMILES string: CCOc1ccc(C(=O)Nc2cccc3ncccc23)cc1Br



Density functional theory data (ωB97M-V with the def2-TZVPD basis set) for C19H43BF5N5O9P2S in the gas phase in a non-equilibrium geometry.

XYZ file:
```
85
C19H43BF5N5O9P2S ωB97M-V with the def2-TZVPD basis set
H 5.6223 0.0296 -1.8141
H -4.1398 -1.7038 0.3247
N -0.4716 -2.2693 1.7656
H -5.2969 0.9522 -2.8818
H 0.6990 1.7847 1.7677
C -3.4720 -4.3634 0.8343
O 0.8250 1.7357 -3.2977
H -2.5618 -5.0387 -1.1512
H -0.5311 -2.1987 2.8207
H 5.0121 -0.2337 0.8854
C 2.1821 0.5207 -0.5010
H -1.1941 4.4213 5.1199
C 5.4171 -0.9044 -1.1165
C -2.6250 -4.0291 -0.5299
H -1.1079 2.0149 2.3246
B -1.3536 -1.1460 1.2507
O -1.5145 4.4767 4.1519
H -0.6437 2.7872 -0.7101
N 5.7735 -0.6893 0.3369
O -2.7523 -0.4006 -0.8535
N 4.2691 3.3954 2.5059
H -5.1367 -1.4037 -3.0919
C -3.7056 -1.4917 -0.7669
C -0.3191 2.2846 1.4855
H -2.3934 0.8854 -3.5992
O -2.1733 -0.3777 2.2174
H -2.5018 -2.6351 -2.3399
H 2.4086 2.4838 0.6115
H -2.0921 1.9139 0.1117
C 3.8772 2.6287 -1.1109
H -2.8097 0.2236 1.7263
H 5.8856 -1.6716 0.7278
F -7.0078 -6.0866 1.5687
C -0.3020 0.5387 -0.6737
H 3.1910 0.4334 -2.6668
P -5.2769 -0.8643 -1.7438
H -4.2354 -3.3322 -2.0515
H 3.2530 3.5427 2.3196
C 2.8128 -0.2816 -1.8269
H 0.2483 -0.7468 -4.0578
H 1.5133 2.7560 -1.0134
H 2.9347 0.1702 0.3655
H 5.2427 4.4927 -0.6233
H 0.5473 -2.0751 1.5371
H 3.8383 2.9971 -2.2235
N -5.3422 0.7603 -1.8367
C -5.5505 -5.7787 1.7262
C -0.1853 3.9466 1.5211
H 0.5842 2.7106 -3.2166
C 2.3871 2.1421 -0.5341
H 3.4594 -1.9332 0.5764
H -0.9114 -1.6207 -0.9245
C 4.3750 3.8733 -0.1102
H -3.4625 -3.4399 1.5530
C -1.4139 -0.6918 -0.3646
F -4.7237 -7.0240 1.6355
F -5.2421 -5.1221 3.0212
C -3.2981 -2.8948 -1.5030
O 0.9033 -0.0015 -0.1180
C 5.0830 3.1982 1.2461
F -5.2676 -5.3269 -0.8144
C 3.9022 -1.4586 -1.3945
C -0.9264 1.8854 0.0205
O 0.4986 6.0769 3.3044
H 1.9018 -0.8902 -2.3023
N -1.8236 1.5503 -2.9969
C -5.0412 -4.7311 0.5314
H 3.9825 -2.1596 -2.3583
H 6.1585 -1.7517 -1.5141
H -1.1942 4.3840 1.0846
O 3.3784 -2.3621 -0.3248
H 6.1479 3.6918 1.4616
S -0.0238 4.6077 3.2810
O 0.9999 3.6646 4.0099
H 0.6697 4.3345 0.7913
P -0.4266 0.7804 -2.5592
H 5.2770 2.0480 1.1360
H -2.8999 -5.2333 1.4177
H 4.3769 2.4946 3.0580
H -1.5033 -3.7374 -0.2751
H -6.4810 -1.4324 -1.1302
H 4.6452 1.7654 -0.9304
F -5.9206 -3.5215 0.6070
O -0.5010 -0.8001 -3.3663
H 3.4700 4.5446 0.2460
```

Values from the calculation:
SMILES string: N=[PH2][C@@H](CCCC(F)(F)C(F)(F)F)O[C@H](B(N)O)[C@@](CCCS(=O)(=O)O)(O[C@H](CCCCN)C[C@H](O)CN)P(=N)(O)O



Density functional theory data (ωB97M-V with the def2-TZVPD basis set) for C3H6N6 in the gas phase in a non-equilibrium geometry.

XYZ file:
```
15
C3H6N6 ωB97M-V with the def2-TZVPD basis set
H -2.3642 -2.1888 0.2279
C 1.0868 -0.7340 -0.2663
N -1.1868 0.6376 -0.0681
C -0.0483 1.2587 -0.2317
N 2.3101 -1.3126 -0.0871
H 3.0256 -0.7770 0.8211
H -0.7489 3.2459 0.1986
N -2.3411 -1.2595 -0.1336
N 1.1062 0.5315 -0.1895
N 0.0139 -1.4365 -0.2505
H 0.9155 3.0779 -0.3543
H -3.1156 -0.7043 0.2397
H 2.2669 -2.2405 0.2290
N 0.1398 2.5648 -0.0417
C -1.0598 -0.6631 -0.0934
```

Values from the calculation:
SMILES string: Nc1nc(N)nc(N)n1



Density functional theory data (ωB97M-V with the def2-TZVPD basis set) for a molecular structure, C19H34NO6S3 in a non-equilibrium geometry.

XYZ file:
```
63
C19H34NO6S3 ωB97M-V with the def2-TZVPD basis set
C -4.3522 1.3950 3.6902
H -7.0385 2.6503 0.1546
C 4.2168 1.3501 -3.6705
H 1.5521 -4.4412 -0.1606
C -0.1835 0.1937 -2.2120
O -0.6829 2.2006 0.3031
H 3.1451 -4.7229 -0.8203
H 0.2855 -1.4772 1.9703
H -0.7720 0.7902 -1.5212
H 3.9874 -2.6141 0.0926
N -2.0152 1.6148 2.3708
H 2.5565 -0.9656 1.1357
H 3.5270 2.0933 -4.0723
C 3.4857 0.2875 -2.8545
H 0.6674 -0.3834 -4.8092
C -6.4389 2.9648 0.9892
H 0.3431 -3.0841 1.2660
C -5.0135 2.4162 2.8521
H 4.7396 -5.5439 2.5028
H 0.5444 -0.3654 -1.6225
H 1.7222 0.9945 -5.0160
C 1.3290 0.2995 -4.2661
O -4.2548 1.4805 4.8618
H 1.1349 1.8111 -2.7267
H -5.3191 5.7527 2.5822
H 2.7082 -6.0742 1.1950
C 0.7146 -2.0625 1.1613
H 2.9895 0.7576 -2.0020
H 2.5737 -2.3487 -0.8989
C 4.5043 -4.9743 1.6018
C -5.4767 4.7108 2.3555
C 2.9051 -2.7774 0.0529
C -5.8061 2.0152 1.7819
H 2.4497 -4.6372 2.1558
H 2.0666 -1.3103 -3.0382
S -2.8196 0.3516 1.8705
H 2.5999 -2.3819 2.1611
H -6.7236 5.0483 0.6441
C -4.8494 3.7648 3.1555
C 3.0087 -5.0278 1.3021
H 4.8453 -3.9509 1.7624
O -2.6944 3.5010 0.7647
O -2.0956 -0.8678 2.0300
C 2.6159 -4.2786 0.0304
H 4.7543 0.8967 -4.5070
H 4.2222 -0.4039 -2.4348
H 4.9444 1.8791 -3.0523
H -4.2259 4.0558 3.9808
H 5.0810 -5.3986 0.7765
S -0.5093 3.9669 2.5420
H 3.0034 -1.0266 -4.4858
S -1.6168 2.6970 1.2746
C 2.4766 -0.5177 -3.6701
O -3.9561 0.2314 3.0533
C 0.5050 1.0809 -3.2422
H -1.1668 5.0926 2.2443
O -3.4861 0.5398 0.6166
H -5.9195 0.9667 1.5707
H 0.3310 -1.6557 0.2264
C 2.2401 -2.0104 1.1961
H -0.8522 -0.5228 -2.6971
C -6.2550 4.3141 1.2800
H -0.2527 1.6600 -3.7771
```

Values from the calculation:
Total charge: -1



Density functional theory data (ωB97M-V with the def2-TZVPD basis set) for C23H25N3O2S in the gas phase.

XYZ file:
```
54
C23H25N3O2S ωB97M-V with the def2-TZVPD basis set
N -2.1721 -3.5569 3.9213
H -1.6638 -1.5822 3.3091
O 2.0166 5.1011 -1.6885
H -2.4159 -3.5003 1.8262
C -1.0466 -4.0268 4.7117
H 2.8432 0.3536 -7.1692
C 3.3363 1.1615 -6.6486
H -5.0006 0.0078 3.1819
H -0.4516 -0.6441 -1.8980
H -0.0814 -2.9814 1.8591
H 0.6597 -2.8536 4.0510
S 0.9903 1.5012 -2.9481
C -3.8019 -1.7499 3.5911
C 4.5766 3.2500 -5.3347
H -2.1340 -5.0940 2.5390
C 0.1251 1.3513 -1.4258
H -0.9944 -3.5103 5.6688
H -1.7290 -0.9756 0.1734
H -3.4632 -0.2772 1.2771
C 0.2141 -3.8269 3.8461
H 0.0879 -4.7351 1.8541
C 2.7870 3.4343 -3.6979
H 0.9611 -4.5922 4.0467
C -2.0650 0.8794 2.2175
C -0.3218 -3.8925 2.4079
C 3.3437 2.7828 -4.8592
C -2.3642 -2.1147 3.9701
C -0.6580 2.1975 0.6770
H 1.7582 1.3792 -5.2402
H -1.2035 -5.0930 4.9005
C 1.8373 3.0426 -2.8195
H 0.5743 4.3022 0.0049
C -1.8512 -4.0387 2.5864
O -1.6758 1.4179 3.2355
C 0.0649 2.3883 -0.4952
N -3.1974 0.1428 2.1534
H 5.0384 1.1660 -7.9495
C 1.5333 3.9854 -1.7215
H 3.2267 4.3974 -3.4618
H -4.0984 -2.3049 2.6982
C 4.5665 1.6190 -7.0903
C -3.9465 -0.2505 3.3244
N 0.6975 3.5973 -0.7131
H 6.1378 3.0399 -6.7741
H 5.0595 4.0702 -4.8234
C -0.5266 0.1497 -1.1708
H -2.1758 -1.7722 4.9894
H -4.4742 -2.0443 4.3963
H -0.7034 2.9816 1.4183
H -3.5455 0.3275 4.1596
C 2.7290 1.7329 -5.5466
C -1.3324 1.0101 0.9206
C -1.2539 -0.0235 -0.0114
C 5.1832 2.6703 -6.4292
```

Values from the calculation:
SMILES string: O=C1Nc2cc(C(=O)NCCCN3CCCC3)ccc2S/C1=C\c1ccccc1



| no. | HOMO level (eV) |
| --- | --- |
| 1 | -15.39 |
| 2 | -8.44 |
| 3 | -8.23 |
| 4 | -9.17 |
| 5 | -6.48 |
| 6 | -7.93 |